(1)
{
  "formula": "C3H4NO2S",
  "method": "the ωB97M-V functional and the def2-TZVPD basis",
  "charge": -1,
  "homo_ev": [-3.000, -4.406],
  "symbols": ["C", "C", "C", "N", "O", "O", "S", "H", "H", "H", "H"],
  "coordinates": [[-1.0790, -1.8734, 1.7230], [-1.3224, -0.5982, 1.2354], [0.9249, 0.2954, -0.5321], [-0.7380, -2.8356, 2.2882], [0.3401, 0.6623, -3.1273], [0.5533, 2.6550, -1.6506], [0.9661, 1.2458, -1.9679], [-1.1896, -0.2740, 0.2191], [-1.2146, 0.3035, 1.8733], [1.7819, -0.4656, -0.4594], [0.9773, 0.8846, 0.3985]]
}

(2)
{
  "formula": "C3H4NO2S",
  "method": "the ωB97M-V functional and the def2-TZVPD basis",
  "charge": -1,
  "homo_ev": -4.224,
  "symbols": ["C", "C", "C", "N", "O", "O", "S", "H", "H", "H", "H"],
  "coordinates": [[-1.2126, 0.0041, -0.7875], [1.5766, 1.3112, -0.1259], [0.8830, -0.2593, 0.0814], [-0.0399, -0.3868, -0.8255], [2.8027, 1.2766, -0.1414], [0.8331, 2.2718, -0.2591], [2.0093, -1.7525, -0.0894], [-1.8248, 0.1668, -1.6526], [-1.7591, 0.1839, 0.2373], [0.4308, 0.0466, 1.5215], [3.1194, -1.0748, -0.3237]]
}

The following energy above the lowest of the compared OMol25 structures with the same formula, charge and spin values (in kJ/mol) correspond, in order, to the records above: 403.7; 220.8.